(1)
C4H8NO | the ωB97M-V functional and the def2-TZVPD basis

The geometry in XYZ format:
```
14
C4H8NO (the ωB97M-V functional and the def2-TZVPD basis)
C 1.45 -0.12 -0.07
C -0.63 0.27 -1.01
C -0.58 -0.20 0.35
C -1.11 0.12 1.66
N 0.83 0.07 -1.39
O -1.05 -1.04 -0.56
H 2.04 0.71 0.38
H 1.81 -1.11 0.00
H -1.27 0.98 -1.64
H -0.30 -0.29 2.41
H -2.12 -0.20 1.80
H -1.00 1.13 1.90
H 1.12 0.67 -2.12
H 0.80 -0.97 -1.72
```

- gap between HOMO and LUMO (eV) = 10.5
- total charge = +1
- HOMO level (eV) = -14.15
- energy above the lowest of the compared OMol25 structures with the same formula, charge and spin (kcal/mol) = 96.0



(2)
C4H8NO | the ωB97M-V functional and the def2-TZVPD basis

The geometry in XYZ format:
```
14
C4H8NO (the ωB97M-V functional and the def2-TZVPD basis)
C 0.68 -1.27 0.58
C 1.32 -0.01 0.43
C 1.96 0.35 -0.86
C -2.31 -0.04 0.49
N -0.13 -0.32 0.39
O -2.55 0.47 -0.69
H 0.81 -2.24 0.98
H 1.40 0.62 1.32
H 2.24 1.47 -0.90
H 1.20 0.09 -1.67
H 2.94 -0.02 -1.10
H -2.21 -1.07 0.48
H -2.67 0.52 1.32
H -2.69 1.47 -0.77
```

- gap between HOMO and LUMO (eV) = 9.4
- total charge = +1
- HOMO level (eV) = -14.75
- energy above the lowest of the compared OMol25 structures with the same formula, charge and spin (kcal/mol) = 95.9



(3)
C4H8NO | the ωB97M-V functional and the def2-TZVPD basis

The geometry in XYZ format:
```
14
C4H8NO (the ωB97M-V functional and the def2-TZVPD basis)
C -2.45 -1.06 -0.92
C -1.84 0.05 -0.20
C -0.44 0.31 0.17
C 0.88 0.20 -0.17
N 2.03 0.49 1.10
O 1.57 -0.48 -1.03
H -3.44 -0.85 -1.04
H -1.64 -1.81 -1.15
H -2.22 1.08 -0.03
H -0.48 0.96 1.09
H 1.74 1.14 1.96
H 3.02 0.73 0.78
H 1.94 -0.46 1.40
H 1.32 -0.30 -1.96
```

- gap between HOMO and LUMO (eV) = 9.1
- structure (SMILES) = C=C/C=C(/[NH3+])O
- total charge = +1
- HOMO level (eV) = -13.00
- energy above the lowest of the compared OMol25 structures with the same formula, charge and spin (kcal/mol) = 85.7



(4)
C4H8NO | the ωB97M-V functional and the def2-TZVPD basis

The geometry in XYZ format:
```
14
C4H8NO (the ωB97M-V functional and the def2-TZVPD basis)
C 1.52 -0.43 2.95
C 2.14 0.60 2.82
C -0.27 0.08 -0.45
C -1.17 0.08 -1.65
N -1.04 -0.42 -2.87
O -1.08 0.12 0.67
H 0.92 -1.34 3.15
H -0.58 0.13 1.45
H 0.55 -0.69 -0.23
H 0.25 0.93 -0.66
H -2.16 0.60 -1.40
H -0.16 -0.78 -3.07
H 2.85 1.43 2.85
H -1.77 -0.32 -3.55
```

- gap between HOMO and LUMO (eV) = 8.5
- total charge = +1
- HOMO level (eV) = -13.83
- energy above the lowest of the compared OMol25 structures with the same formula, charge and spin (kcal/mol) = 77.8



(5)
C4H8NO | the ωB97M-V functional and the def2-TZVPD basis

The geometry in XYZ format:
```
14
C4H8NO (the ωB97M-V functional and the def2-TZVPD basis)
C 0.13 1.81 0.54
C 0.19 1.90 -0.94
C -0.52 -1.98 0.39
C 0.66 -1.19 0.91
N 0.45 0.71 -0.03
O -1.01 1.83 -1.63
H 0.13 2.15 1.54
H 1.07 2.35 -1.51
H -1.51 -2.01 0.82
H -0.84 -1.72 -0.59
H -0.17 -3.03 0.49
H 1.66 -1.45 0.52
H 0.63 -0.83 1.98
H -0.87 1.47 -2.49
```

- gap between HOMO and LUMO (eV) = 9.8
- total charge = +1
- HOMO level (eV) = -15.27
- energy above the lowest of the compared OMol25 structures with the same formula, charge and spin (kcal/mol) = 96.9



(6)
C4H8NO | the ωB97M-V functional and the def2-TZVPD basis

The geometry in XYZ format:
```
14
C4H8NO (the ωB97M-V functional and the def2-TZVPD basis)
C -0.78 -0.57 -0.23
C -0.88 0.88 0.03
C -0.54 1.75 -1.05
C 1.37 -1.77 0.92
N 0.27 -0.71 0.48
O 0.34 0.65 0.97
H -1.24 -1.26 -0.83
H -1.85 1.16 0.53
H -0.43 2.73 -0.72
H -1.32 1.62 -1.69
H 0.38 1.52 -1.51
H 0.85 -2.40 1.60
H 2.13 -1.17 1.36
H 1.70 -2.43 0.13
```

- gap between HOMO and LUMO (alpha / beta) (eV) = 8.7 / 8.5
- total charge = +1
- HOMO level (alpha / beta) (eV) = -12.07 / -17.23
- energy above the lowest of the compared OMol25 structures with the same formula, charge and spin (kcal/mol) = 74.5
- <S²> = 2.008
- spin multiplicity = 3



Number 1: maximum force 4.3 eV/Å. Number 2: maximum force 3.7 eV/Å. Number 3: maximum force 8.9 eV/Å. Number 4: maximum force 4.1 eV/Å. Number 5: maximum force 3.5 eV/Å. Number 6: maximum force 13.3 eV/Å.